Entry 1:
ORCA calculation (ωB97M-V/def2-TZVPD) on C5H11NO2 in the gas phase in a non-equilibrium geometry.

```
19
Properties=species:S:1:pos:R:3:mulliken_charge:R:1
C 0.572 -0.785 -0.861 0.370
C 1.768 -0.544 -1.742 -1.421
C -1.730 1.240 0.056 -1.452
C 0.398 -0.081 0.293 0.126
C -0.993 0.126 0.805 0.671
N -1.051 0.365 2.235 -0.737
O 1.424 0.518 1.004 -0.572
O -0.165 -1.894 -1.265 -0.591
H 2.245 0.034 0.809 0.363
H -0.312 -2.456 -0.483 0.372
H -1.446 -0.867 0.405 0.151
H -0.846 1.347 2.415 0.282
H -0.309 -0.151 2.701 0.298
H 1.501 -0.726 -2.789 0.386
H 2.102 0.497 -1.674 0.337
H 2.608 -1.194 -1.481 0.323
H -2.668 1.507 0.552 0.386
H -1.989 0.920 -0.958 0.369
H -1.109 2.142 -0.021 0.340
```

Calculated values
energy relative to the best compared isomer or geometry (same formula, charge and spin): 226.05 kJ/mol
spin multiplicity: 1
calculated total energy: -10946.924 eV
SMILES: C/C(O)=C(\O)[C@H](C)N

=====

Entry 2:
ORCA calculation (ωB97M-V/def2-TZVPD) on 2 unconnected molecules or ions with the total composition C5H11NO2.

```
19
Properties=species:S:1:pos:R:3:mulliken_charge:R:1
C -2.289 -0.874 0.681 -0.503
O -1.305 -0.511 1.639 -0.541
C -2.260 0.088 -0.474 0.042
C -1.748 -0.232 -1.650 -0.723
H -3.297 -0.904 1.104 0.414
H -2.091 -1.869 0.266 0.255
H -1.531 -0.920 2.480 0.287
H -2.654 1.086 -0.300 0.292
H -1.789 0.455 -2.483 0.247
H -1.272 -1.187 -1.842 0.214
C 1.721 -0.457 0.078 -0.335
C 2.020 0.993 -0.266 0.498
N 3.175 1.492 0.275 -0.383
O 1.334 1.657 -1.011 -0.594
H 2.394 -0.800 0.858 0.330
H 1.833 -1.023 -0.843 0.188
H 0.681 -0.490 0.399 -0.111
H 3.439 2.437 0.039 0.235
H 3.637 1.059 1.051 0.190
```

Calculated values
energy relative to the best compared isomer or geometry (same formula, charge and spin): 131.07 kJ/mol
spin multiplicity: 1
calculated total energy: -10947.909 eV
SMILES: CC(N)=O.C=CCO

=====

Entry 3:
ORCA calculation (ωB97M-V/def2-TZVPD) on a molecular structure, C5H11NO2 in a non-equilibrium geometry.

```
19
Properties=species:S:1:pos:R:3:mulliken_charge:R:1
C -0.888 0.507 0.011 0.292
C 1.525 0.287 1.445 -0.836
C -2.043 -0.396 -0.325 -1.407
C -0.535 1.529 -1.036 -1.130
N 0.640 -0.527 0.621 -0.077
C 0.817 -1.050 -0.525 0.630
O 2.273 -1.954 0.339 -0.778
O 0.474 -1.513 -1.556 -0.417
H 1.986 -2.871 0.199 0.225
H -1.012 0.954 0.996 0.390
H 1.205 1.331 1.417 0.366
H 1.456 -0.101 2.458 0.277
H 2.560 0.235 1.113 0.340
H -2.180 -1.176 0.428 0.355
H -1.932 -0.859 -1.308 0.315
H -2.972 0.190 -0.347 0.414
H -1.363 2.241 -1.158 0.404
H 0.351 2.106 -0.759 0.337
H -0.361 1.067 -2.011 0.303
```

Calculated values
energy relative to the best compared isomer or geometry (same formula, charge and spin): 409.94 kJ/mol
spin multiplicity: 1
calculated total energy: -10945.018 eV